(1)
C48H54BaBr4N4O2SSi2 as an isolated structure in a non-equilibrium geometry, computed with wB97M-V/def2-TZVPD.

```
116
C48H54BaBr4N4O2SSi2 wB97M-V/def2-TZVPD
Ba -0.102 -0.810 -0.941
C -2.466 -1.824 0.441
Si -3.258 -0.744 1.611
C -2.016 -0.191 2.946
N -0.843 0.507 2.412
C -1.131 1.903 2.031
C -0.286 2.922 2.793
C -0.299 2.608 4.287
C 0.253 1.193 4.556
C 0.334 0.384 3.255
C -4.048 0.749 0.744
C -4.012 0.823 -0.652
C -4.620 1.874 -1.333
C -5.266 2.880 -0.629
C -5.311 2.827 0.761
C -4.715 1.767 1.430
C -4.719 -1.434 2.662
C -6.044 -1.343 2.223
C -7.088 -1.955 2.908
C -6.835 -2.676 4.067
C -5.530 -2.777 4.531
C -4.495 -2.165 3.834
H -3.157 -2.171 -0.338
H -2.028 -2.695 0.947
H -1.662 -1.133 3.382
H -2.499 0.369 3.771
H -2.180 2.114 2.254
H -1.012 2.050 0.955
H -0.694 3.918 2.603
H 0.741 2.933 2.417
H -1.333 2.674 4.640
H 0.271 3.357 4.842
H -0.389 0.671 5.270
H 1.250 1.241 5.006
H 0.488 -0.673 3.478
H 1.208 0.696 2.677
H -3.476 0.068 -1.217
H -4.580 1.904 -2.415
H -5.730 3.705 -1.159
H -5.813 3.610 1.318
H -4.776 1.730 2.515
H -6.265 -0.781 1.321
H -8.102 -1.869 2.535
H -7.646 -3.154 4.604
H -5.318 -3.339 5.434
H -3.483 -2.270 4.211
C 1.508 -2.286 0.899
Si 3.241 -1.993 0.600
C 3.591 -0.129 0.778
N 2.796 0.726 -0.115
C 3.305 0.680 -1.504
C 3.298 2.052 -2.162
C 4.204 3.004 -1.379
C 3.860 2.990 0.129
C 2.652 2.090 0.394
C 4.564 -2.790 1.762
C 4.859 -2.228 3.010
C 5.756 -2.816 3.893
C 6.387 -4.005 3.552
C 6.111 -4.589 2.323
C 5.218 -3.985 1.445
C 3.815 -2.679 -1.068
C 5.072 -2.401 -1.610
C 5.509 -3.006 -2.781
C 4.691 -3.920 -3.434
C 3.439 -4.214 -2.915
C 3.009 -3.595 -1.748
H 1.176 -1.861 1.853
H 1.222 -3.345 0.871
H 4.671 0.104 0.717
H 3.286 0.092 1.808
H 2.728 -0.033 -2.101
H 4.342 0.314 -1.499
H 2.279 2.439 -2.225
H 3.660 1.945 -3.187
H 4.133 4.016 -1.784
H 5.240 2.679 -1.520
H 3.623 3.997 0.484
H 4.715 2.641 0.714
H 1.768 2.546 -0.053
H 2.460 2.024 1.465
H 4.365 -1.309 3.310
H 5.959 -2.351 4.851
H 7.088 -4.470 4.236
H 6.597 -5.518 2.045
H 5.026 -4.455 0.486
H 5.733 -1.707 -1.099
H 6.485 -2.766 -3.185
H 5.018 -4.382 -4.358
H 2.786 -4.901 -3.438
H 2.019 -3.813 -1.361
Br -3.382 -2.010 -7.478
C -2.027 -1.702 -6.187
C -0.724 -2.100 -6.409
Br -0.241 -2.934 -8.044
C 0.244 -1.894 -5.414
Br 2.053 -2.400 -5.670
C -0.038 -1.303 -4.173
O 0.821 -1.171 -3.223
C -1.394 -0.813 -3.977
O -1.670 -0.171 -2.872
C -2.338 -1.065 -4.971
Br -4.123 -0.533 -4.574
C -2.580 5.501 -1.794
N -2.441 4.383 -2.696
C -3.263 4.118 -3.781
C -2.910 2.906 -4.251
N -1.880 2.441 -3.465
C -1.601 3.330 -2.490
S -0.395 3.229 -1.307
H -2.864 6.388 -2.359
H -1.625 5.663 -1.300
H -3.336 5.291 -1.034
H -4.004 4.819 -4.121
H -3.290 2.339 -5.081
H -1.574 1.427 -3.416
```

Values from the calculation:
Spin multiplicity: 1
LUMO level (eV): 3.839
Relative energy (zero: lowest compared OMol25 entry of this formula, charge and spin) (eV): 0.000
HOMO energy (eV): -2.0
Charge: -2
Total energy (eV): -368166.7208
Gap between HOMO and LUMO (eV): 5.82

=====

(2)
C48H54F2Ge2N5RhSi2 as an isolated structure in a non-equilibrium geometry, computed with wB97M-V/def2-TZVPD.

```
114
C48H54F2Ge2N5RhSi2 wB97M-V/def2-TZVPD
Rh -0.027 0.108 0.159
F -2.345 4.632 1.765
C -2.204 3.321 1.991
C -1.473 2.570 1.088
C -1.308 1.209 1.302
C -1.891 0.615 2.427
C -2.612 1.418 3.304
F -3.175 0.894 4.405
C -2.787 2.772 3.111
C -1.670 -0.812 2.572
C -2.166 -1.635 3.581
C -1.877 -2.987 3.560
C -1.109 -3.501 2.529
C -0.658 -2.631 1.558
N -0.917 -1.320 1.582
H -1.053 3.082 0.237
H -3.348 3.366 3.818
H -2.768 -1.229 4.376
H -2.267 -3.632 4.336
H -0.870 -4.553 2.467
H -0.074 -2.995 0.730
C 1.511 -1.678 3.918
Si 2.607 -1.609 2.398
C 2.439 -3.124 1.299
C 4.368 -1.666 3.046
C 2.186 -0.085 1.349
C 2.748 -0.091 -0.008
C 4.069 -0.412 -0.344
C 4.476 -0.309 -1.657
C 3.559 0.079 -2.634
C 2.267 0.346 -2.243
N 1.879 0.276 -0.961
Si 2.277 1.634 2.154
C 4.068 1.878 2.655
C 1.228 1.811 3.683
C 1.917 2.952 0.866
H 1.140 -2.692 4.077
H 0.651 -1.010 3.862
H 2.087 -1.401 4.805
H 1.975 -3.958 1.830
H 3.424 -3.462 0.966
H 1.852 -2.922 0.404
H 4.471 -2.597 3.611
H 4.591 -0.842 3.724
H 5.131 -1.676 2.266
H 4.759 -0.706 0.435
H 5.501 -0.528 -1.926
H 3.845 0.170 -3.672
H 1.506 0.611 -2.964
H 4.331 1.262 3.516
H 4.240 2.922 2.932
H 4.756 1.631 1.842
H 1.689 1.290 4.525
H 0.217 1.427 3.559
H 1.153 2.870 3.948
H 2.789 3.087 0.219
H 1.695 3.911 1.343
H 1.070 2.683 0.241
N 0.615 9.017 -6.228
C 0.370 8.044 -5.670
C 0.062 6.833 -4.952
C -1.112 6.137 -5.219
C -1.415 4.993 -4.503
C -0.555 4.551 -3.511
C 0.623 5.236 -3.245
C 0.935 6.371 -3.971
N -0.887 3.387 -2.759
C -2.152 2.875 -2.541
C -1.987 1.775 -1.771
N -0.643 1.588 -1.515
C -0.019 2.574 -2.116
H -1.785 6.493 -5.987
H -2.318 4.444 -4.732
H 1.292 4.908 -2.461
H 1.851 6.910 -3.772
H -3.043 3.347 -2.913
H -2.729 1.111 -1.369
H 1.047 2.723 -2.127
C -3.640 -3.246 0.440
Ge -3.309 -2.205 -1.186
C -4.433 -0.610 -0.911
C -3.951 -3.237 -2.715
Ge -0.849 -1.490 -1.544
C -1.070 -0.928 -3.435
C -2.261 -0.394 -3.918
C -2.371 0.065 -5.225
C -1.271 0.031 -6.069
C -0.069 -0.487 -5.607
C 0.024 -0.974 -4.310
C 0.073 -3.221 -1.715
C 1.426 -3.261 -2.076
C 2.096 -4.467 -2.214
C 1.431 -5.660 -1.964
C 0.099 -5.638 -1.578
C -0.571 -4.427 -1.451
H -4.681 -3.576 0.394
H -3.518 -2.623 1.325
H -3.007 -4.126 0.538
H -5.408 -0.956 -0.560
H -4.593 -0.027 -1.818
H -4.005 0.033 -0.139
H -5.038 -3.298 -2.635
H -3.539 -4.246 -2.693
H -3.689 -2.774 -3.665
H -3.128 -0.341 -3.274
H -3.319 0.444 -5.586
H -1.351 0.397 -7.084
H 0.794 -0.522 -6.262
H 0.958 -1.416 -3.985
H 1.971 -2.337 -2.241
H 3.138 -4.477 -2.508
H 1.953 -6.604 -2.060
H -0.422 -6.565 -1.374
H -1.610 -4.428 -1.144
```

Values from the calculation:
Spin multiplicity: 2
LUMO level (spin up / spin down) (eV): -3.229 / -4.338
Relative energy (zero: lowest compared OMol25 entry of this formula, charge and spin) (eV): 1.811
HOMO energy (spin up / spin down) (eV): -10.0 / -10.7
Charge: +1
Total energy (eV): -195328.9362
Gap between HOMO and LUMO (spin up / spin down) (eV): 6.78 / 6.38

=====

(3)
C48H54IN2O2P2V as an isolated structure in a non-equilibrium geometry, computed with wB97M-V/def2-TZVPD.

```
110
C48H54IN2O2P2V wB97M-V/def2-TZVPD
V 0.640 -0.405 0.474
C 0.962 -4.615 1.356
C 1.465 -4.300 0.000
C 1.450 -5.508 -0.889
P 0.611 -2.721 -0.774
C 1.007 -2.960 -2.602
C 2.340 -2.413 -3.025
C -0.081 -2.326 -3.443
C -1.258 -2.828 -0.649
C -1.966 -3.824 -1.295
C -3.377 -3.938 -1.181
C -4.259 -4.933 -1.920
C -4.002 -3.073 -0.239
C -3.250 -2.224 0.600
C -1.948 -1.913 0.282
N -1.286 -0.841 0.804
C -2.056 0.009 1.677
C -2.402 -0.455 2.975
C -2.861 0.421 3.965
C -3.124 1.709 3.594
C -3.680 2.747 4.618
C -3.060 2.134 2.278
C -2.410 1.302 1.267
P -1.760 2.175 -0.158
C -3.130 2.389 -1.379
C -4.237 3.333 -0.818
C -3.759 1.055 -1.788
C -1.255 3.920 0.322
C -0.219 3.997 1.448
C -1.026 4.891 -0.888
H 1.513 -5.453 1.743
H -0.117 -4.960 1.433
H 1.133 -3.816 2.023
H 2.540 -3.890 0.022
H 0.385 -5.835 -1.080
H 1.958 -6.312 -0.385
H 2.034 -5.328 -1.733
H 0.915 -4.025 -2.762
H 2.613 -1.608 -2.325
H 2.249 -1.959 -3.995
H 3.246 -3.097 -2.958
H 0.177 -2.546 -4.488
H -0.043 -1.259 -3.448
H -1.107 -2.696 -3.220
H -1.437 -4.393 -2.050
H -5.177 -4.397 -2.317
H -4.621 -5.630 -1.167
H -3.751 -5.464 -2.710
H -5.076 -3.067 -0.246
H -3.737 -1.537 1.278
H -2.358 -1.486 3.144
H -3.023 0.104 5.022
H -4.133 3.624 4.094
H -2.865 3.159 5.178
H -4.428 2.348 5.304
H -3.421 3.144 2.074
H -2.668 2.797 -2.284
H -4.761 2.924 0.050
H -4.977 3.404 -1.640
H -3.893 4.324 -0.533
H -4.399 0.622 -0.985
H -3.002 0.290 -1.997
H -4.367 1.095 -2.669
H -2.117 4.332 0.844
H 0.573 2.218 0.433
H -0.666 3.944 2.443
H 0.233 4.978 1.456
H -0.151 5.452 -0.636
H -1.793 5.609 -1.116
H -0.718 4.403 -1.833
C 1.197 0.374 4.690
C 1.555 1.711 4.775
C 1.526 2.502 3.623
C 1.145 1.952 2.361
C 0.848 0.596 2.266
C 0.738 -0.116 3.440
C 0.908 2.972 1.224
C 2.101 3.481 0.459
C 2.232 3.354 -0.899
C 1.484 2.598 -1.919
C 1.979 2.715 -3.204
C 1.317 2.222 -4.362
C 0.117 1.519 -4.197
C -0.469 1.368 -2.943
C 0.242 1.847 -1.802
N -0.258 1.431 -0.555
H 1.235 -0.265 5.520
H 1.687 2.326 5.727
H 1.906 3.533 3.610
H 0.466 -1.160 3.449
H 3.020 3.888 0.983
H 3.091 3.824 -1.349
H 2.971 3.138 -3.366
H 1.806 2.329 -5.332
H -0.269 1.069 -5.086
H -1.402 0.829 -2.843
I 9.349 -0.841 0.558
C 7.291 -0.875 0.119
C 6.504 -1.927 0.678
C 5.169 -1.874 0.760
C 4.512 -0.759 0.244
C 5.236 0.241 -0.460
C 6.564 0.261 -0.367
C 3.050 -0.648 0.351
O 2.383 0.292 -0.230
O 2.388 -1.377 1.199
H 7.051 -2.808 0.922
H 4.584 -2.676 1.172
H 4.722 1.060 -1.004
H 7.191 1.079 -0.791
```

Values from the calculation:
Spin multiplicity: 1
LUMO level (spin up / spin down) (eV): -7.495 / -7.446
Relative energy (zero: lowest compared OMol25 entry of this formula, charge and spin) (eV): 0.769
HOMO energy (spin up / spin down) (eV): -12.8 / -12.8
Charge: +2
Total energy (eV): -110075.4994
Gap between HOMO and LUMO (spin up / spin down) (eV): 5.34 / 5.39